1.
{"formula": "C25H24F3IrN5OS2", "method": "ωB97M-V/def2-TZVPD", "charge": 1, "relative_energy_kcal_mol": 109.2, "lumo_energy_ev": [-3.496, -3.332], "orbital_gap_ev": [6.355, 6.525], "e_homo_ev": [-9.85, -9.86], "symbols": ["Ir", "O", "N", "C", "C", "C", "C", "C", "S", "H", "H", "H", "H", "C", "C", "C", "C", "N", "C", "C", "C", "C", "C", "C", "C", "H", "H", "H", "H", "H", "H", "H", "H", "C", "N", "C", "S", "N", "C", "H", "H", "H", "H", "H", "H", "H", "H", "F", "C", "F", "F", "C", "C", "C", "N", "C", "C", "H", "H", "H", "H"], "xyz": [[-0.112, 0.103, -0.061], [-1.074, -1.758, 1.043], [-1.523, -1.767, 2.297], [-1.746, -2.961, 2.896], [-2.201, -3.024, 4.180], [-2.457, -1.830, 4.867], [-2.209, -0.635, 4.245], [-1.716, -0.603, 2.928], [-1.369, 0.843, 2.060], [-1.550, -3.829, 2.285], [-2.360, -3.990, 4.637], [-2.852, -1.852, 5.874], [-2.368, 0.313, 4.740], [1.254, -4.016, -0.892], [1.790, -3.911, -2.166], [1.773, -2.690, -2.797], [1.226, -1.585, -2.157], [0.712, -1.686, -0.915], [0.733, -2.888, -0.302], [1.174, -0.260, -2.708], [1.775, 0.043, -3.929], [1.753, 1.325, -4.430], [1.134, 2.310, -3.679], [0.546, 2.005, -2.453], [0.526, 0.701, -1.929], [1.234, -4.957, -0.362], [2.230, -4.771, -2.654], [2.186, -2.597, -3.789], [0.297, -2.919, 0.675], [2.285, -0.728, -4.492], [2.219, 1.554, -5.378], [1.112, 3.334, -4.032], [0.134, 2.821, -1.893], [-5.142, 1.512, -0.128], [-3.796, 2.042, 0.084], [-2.767, 2.162, -0.748], [-1.270, 2.742, -0.073], [-2.821, 1.898, -2.056], [-3.942, 1.485, -2.898], [-5.584, 1.349, 0.851], [-5.114, 0.559, -0.648], [-5.774, 2.209, -0.674], [-3.560, 2.319, 1.024], [-1.922, 1.970, -2.510], [-4.830, 2.069, -2.687], [-4.167, 0.424, -2.789], [-3.658, 1.665, -3.931], [5.870, 2.750, 2.372], [5.468, 1.499, 2.604], [5.417, 1.319, 3.930], [6.397, 0.665, 2.120], [4.120, 1.214, 1.982], [3.414, 2.194, 1.318], [2.172, 1.872, 0.799], [1.650, 0.654, 0.926], [2.341, -0.300, 1.561], [3.581, -0.058, 2.107], [3.809, 3.193, 1.207], [1.568, 2.606, 0.282], [1.870, -1.270, 1.636], [4.114, -0.840, 2.630]], "mulliken_charge": [1.2337, -0.8388, 0.3319, -0.2430, -0.7787, -0.2098, -0.8977, 0.8694, -0.4904, 0.4346, 0.4104, 0.4060, 0.4275, -0.9239, -0.5071, -1.1028, 1.1392, -0.2784, 0.1300, 0.9963, -0.8171, -0.9501, -0.9824, -0.3719, 0.3645, 0.4379, 0.4416, 0.3660, 0.3752, 0.3189, 0.4117, 0.4740, 0.3132, -1.1012, -0.1401, 0.7470, -0.4118, -0.1133, -1.1080, 0.3428, 0.3598, 0.3489, 0.3215, 0.1833, 0.3635, 0.3244, 0.3539, -0.2714, 0.7657, -0.2379, -0.2424, 0.4624, -0.9815, 0.0071, -0.1376, 0.0300, -1.1749, 0.5228, 0.4032, 0.4396, 0.4543]}

2.
{"formula": "C25H24F3NO6S", "method": "ωB97M-V/def2-TZVPD", "charge": 0, "lumo_energy_ev": 0.259, "orbital_gap_ev": 8.388, "e_homo_ev": -8.13, "smiles": "Cc1ccc(S(=O)(=O)Nc2cc([C@H](C(=O)OC(C)C)C(=O)C(F)(F)F)c(O)c3ccccc23)c(C)c1", "symbols": ["C", "C", "C", "C", "C", "C", "C", "H", "H", "S", "O", "O", "N", "C", "C", "C", "C", "C", "C", "C", "C", "C", "C", "H", "H", "H", "H", "O", "H", "C", "C", "O", "C", "F", "F", "F", "H", "C", "O", "O", "C", "C", "H", "H", "H", "C", "H", "H", "H", "H", "H", "H", "C", "H", "H", "H", "H", "H", "H", "H"], "xyz": [[2.873, -1.997, 3.010], [2.733, -0.958, 1.940], [1.883, 0.123, 2.116], [1.765, 1.142, 1.173], [2.536, 1.040, 0.023], [3.377, -0.041, -0.183], [3.481, -1.037, 0.767], [4.150, -1.870, 0.607], [3.961, -0.065, -1.090], [2.536, 2.241, -1.315], [2.278, 3.566, -0.841], [3.701, 2.026, -2.121], [1.243, 1.753, -2.300], [-0.028, 1.705, -1.707], [-0.563, 0.520, -1.270], [-1.803, 0.483, -0.619], [-2.508, 1.647, -0.390], [-1.993, 2.892, -0.850], [-2.676, 4.114, -0.664], [-2.166, 5.289, -1.145], [-0.958, 5.299, -1.855], [-0.266, 4.136, -2.048], [-0.747, 2.916, -1.533], [0.663, 4.127, -2.593], [-0.582, 6.229, -2.250], [-2.702, 6.213, -0.989], [-3.622, 4.142, -0.137], [-3.693, 1.552, 0.270], [-4.092, 2.426, 0.361], [-2.356, -0.839, -0.145], [-2.720, -1.736, -1.294], [-2.521, -1.541, -2.455], [-3.422, -3.062, -0.857], [-3.501, -3.210, 0.473], [-4.676, -3.107, -1.323], [-2.781, -4.135, -1.330], [-3.230, -0.660, 0.490], [-1.281, -1.537, 0.709], [-0.987, -1.210, 1.821], [-0.718, -2.502, 0.000], [0.319, -3.300, 0.614], [1.296, -3.677, -0.488], [1.760, -2.786, -0.905], [0.771, -4.207, -1.279], [2.073, -4.320, -0.084], [-0.321, -4.517, 1.270], [-1.041, -4.202, 2.022], [-0.834, -5.116, 0.522], [0.444, -5.122, 1.747], [0.807, -2.675, 1.369], [-0.030, -0.405, -1.429], [1.511, 0.886, -2.745], [0.835, 2.278, 1.451], [-0.197, 1.938, 1.356], [0.974, 2.624, 2.473], [1.004, 3.104, 0.769], [1.285, 0.184, 3.013], [3.640, -1.686, 3.719], [1.942, -2.117, 3.559], [3.173, -2.955, 2.592]], "mulliken_charge": [-1.5837, 0.5992, -0.2370, 0.7405, 0.3673, -0.9744, -0.7073, 0.4657, 0.5342, 1.4372, -0.6491, -0.7468, -0.2544, -0.4339, -0.4993, -0.7889, 0.7938, 1.5263, -0.9640, -1.0199, -0.8118, -0.4284, 0.7236, 0.5305, 0.4261, 0.3856, 0.2294, -0.6628, 0.3014, 0.2461, 0.0222, -0.5334, 0.8690, -0.2713, -0.2896, -0.2509, 1.0621, -0.0274, -0.6658, -0.0858, 1.4247, -1.4209, 0.3156, 0.3510, 0.4354, -1.5901, 0.3596, 0.3026, 0.4901, -0.5186, 0.2166, 0.5638, -1.8226, 0.1807, 0.6182, 0.2473, 0.3520, 0.4275, 0.3399, 0.3523]}

3.
{"formula": "C25H24F3OSi", "method": "ωB97M-V/def2-TZVPD", "charge": 1, "lumo_energy_ev": -6.510, "orbital_gap_ev": 3.954, "e_homo_ev": -10.46, "symbols": ["F", "C", "C", "C", "F", "C", "C", "C", "C", "C", "C", "C", "C", "F", "C", "C", "H", "H", "H", "H", "H", "H", "H", "H", "C", "Si", "C", "C", "O", "C", "C", "C", "C", "C", "C", "C", "C", "C", "H", "H", "H", "H", "H", "H", "H", "H", "H", "H", "H", "H", "H", "H", "H", "H"], "xyz": [[2.522, 2.380, 4.084], [2.286, 1.056, 3.786], [3.331, 0.165, 4.011], [3.160, -1.140, 3.562], [4.218, -2.012, 3.668], [1.990, -1.581, 2.987], [0.875, -0.683, 2.893], [-0.345, -1.255, 2.420], [-1.678, -1.008, 2.904], [-2.524, -2.147, 3.129], [-3.792, -2.016, 3.668], [-4.300, -0.766, 4.021], [-3.494, 0.334, 3.764], [-4.023, 1.564, 4.052], [-2.219, 0.274, 3.215], [1.058, 0.686, 3.255], [4.237, 0.463, 4.518], [1.909, -2.617, 2.653], [-0.206, -2.244, 1.967], [-2.153, -3.152, 2.906], [-4.421, -2.895, 3.807], [-5.273, -0.658, 4.479], [-1.674, 1.194, 3.009], [0.277, 1.437, 3.117], [-0.128, -5.131, 0.565], [-0.195, -3.774, -0.724], [-0.084, -4.616, -2.367], [-1.633, -2.610, -0.506], [1.250, -2.909, -0.392], [1.561, -1.713, -0.933], [1.170, -0.466, -0.488], [1.388, 0.551, -1.565], [2.119, -0.257, -2.631], [2.702, 0.155, -3.829], [3.504, -0.761, -4.538], [3.668, -2.078, -4.082], [3.004, -2.524, -2.944], [2.268, -1.584, -2.213], [-1.125, -5.362, 0.958], [0.290, -6.034, 0.107], [0.537, -4.821, 1.380], [-1.031, -5.149, -2.539], [0.094, -3.929, -3.201], [0.739, -5.340, -2.332], [-2.566, -3.186, -0.411], [-1.529, -1.999, 0.402], [-1.757, -1.914, -1.347], [0.749, -0.248, 0.480], [0.416, 0.940, -1.915], [1.989, 1.424, -1.262], [2.562, 1.174, -4.208], [4.022, -0.432, -5.441], [4.332, -2.744, -4.622], [3.062, -3.548, -2.588]], "mulliken_charge": [-0.2926, 0.1261, -0.7470, 0.3264, -0.2824, -0.7670, 1.2850, -0.6829, 0.6980, -0.4861, -0.5774, -0.6203, 0.0531, -0.2956, -0.3816, -0.2315, 0.5179, 0.4933, 0.3795, 0.4305, 0.4090, 0.4876, 0.5805, 0.4072, -1.0679, 0.4616, -1.1668, -0.7017, -0.5373, 0.9720, -0.3195, -1.0365, 0.0619, -0.5882, -0.4625, -0.7665, -0.1011, 0.1087, 0.3639, 0.3460, 0.2761, 0.3646, 0.3427, 0.3243, 0.3541, 0.0635, 0.3473, 0.2099, 0.2901, 0.3604, 0.4203, 0.3850, 0.4052, 0.4608]}